(1)
Here is a structure of composition C9H12N3O3PSn in a non-equilibrium geometry from the OMol25 dataset. Energies are from ωB97M-V with the def2-TZVPD basis set.

Each line ends with the natural charge from an NBO analysis.
Cartesian coordinates (Å):
O1 -1.06 -4.34 3.11  -0.44
C1 -1.78 -3.82 2.41  0.45
Sn1 -3.07 -0.65 -0.83  1.00
C2 -4.54 0.16 0.85  0.46
C3 -3.07 -2.46 -2.35  0.46
O2 -5.39 0.59 1.57  -0.30
O3 -3.21 -3.32 -3.16  -0.30
C4 1.24 2.25 0.52  -0.05
N1 1.29 0.97 1.28  -0.45
C5 2.40 0.10 0.86  -0.05
N2 1.98 -0.30 -0.53  -0.45
C6 2.01 0.82 -1.48  -0.05
N3 1.01 1.82 -0.90  -0.44
C7 -0.36 1.43 -1.17  -0.52
P1 -0.63 -0.09 -0.18  0.65
C8 -0.02 0.38 1.53  -0.45
C9 0.84 -1.19 -0.67  -0.43
H1 2.25 2.72 0.54  0.24
H2 0.41 2.87 0.84  0.22
H3 2.47 -0.79 1.51  0.23
H4 3.32 0.71 0.76  0.24
H5 1.68 0.51 -2.47  0.22
H6 3.01 1.32 -1.42  0.24
H7 -1.12 2.21 -0.82  0.25
H8 -0.57 1.19 -2.27  0.25
H9 0.06 -0.53 2.15  0.26
H10 -0.71 1.06 1.99  0.24
H11 0.70 -1.55 -1.68  0.24
H12 0.88 -2.05 0.03  0.26

E_HOMO (eV): -14.84
LUMO (eV): -9.910
Net charge: +2
Energy (eV): -35238.691

(2)
Here is the molecule C9H12N4S in a non-equilibrium geometry from the OMol25 dataset. Energies are from ωB97M-V with the def2-TZVPD basis set.

Each line ends with the natural charge from an NBO analysis.
Cartesian coordinates (Å):
C1 -2.80 -1.68 -0.36  -0.01
C2 -1.51 -1.32 0.10  -0.24
C3 -1.61 0.04 0.32  0.18
C4 -0.49 0.84 0.83  -0.59
C5 -0.34 -1.98 0.21  0.15
C6 2.36 0.90 0.37  -0.57
C7 2.88 -0.55 0.11  -0.07
C8 3.21 -0.84 -1.41  -0.64
C9 -3.39 1.73 0.10  -0.41
N1 -3.59 -0.62 -0.43  -0.25
N2 0.80 -1.59 0.43  -0.01
N3 1.99 -1.61 0.68  -0.29
N4 -2.85 0.44 -0.08  -0.16
S1 0.77 1.28 -0.37  0.22
H1 -3.20 -2.59 -0.55  0.20
H2 -0.82 1.83 1.08  0.24
H3 -0.07 0.31 1.70  0.26
H4 2.44 1.12 1.50  0.23
H5 2.98 1.67 -0.05  0.24
H6 3.86 -0.62 0.72  0.21
H7 3.28 -1.98 -1.52  0.22
H8 4.19 -0.47 -1.61  0.21
H9 2.56 -0.54 -2.19  0.22
H10 -2.71 2.55 -0.08  0.21
H11 -4.25 1.87 -0.63  0.24
H12 -3.69 1.81 1.14  0.21

E_HOMO (eV): -7.59
LUMO (eV): 0.414
Energy above the lowest of the compared OMol25 structures with the same formula, charge and spin (kcal/mol): 20.5
Energy (eV): -26318.849